No. 1
Molecular formula: C3H3AuLiO4
Method: DFT, ωB97M-V with the def2-TZVPD basis set

Its spin multiplicity is 4. The value obtained for the total energy is -15219.60293 eV. For the energy above the lowest of the compared OMol25 structures with the same formula, charge and spin, the calculation gives 33.65 kcal per mole. The frontier orbital gap (alpha / beta) comes out at 8.8 / 4.1 eV. As for the net charge: +2. The highest occupied orbital energy (alpha / beta) comes out at -0.642 / -0.702 Ha. The calculation puts the largest force on an atom at 12.3 eV/A.

Last column: Mulliken charge in e.
Element x y z (Å)
H -1.842 -1.552 1.045  0.294
C -2.594 -0.609 -0.101  -0.051
C -1.196 -1.065 0.088  -0.180
O -0.409 0.001 0.444  -0.242
C 0.933 -0.155 0.719  1.165
O 1.385 -1.281 0.976  -0.259
O 1.589 0.902 0.693  -0.323
O -2.868 0.606 -0.131  -0.590
Au 2.995 -0.286 1.167  0.364
H -3.200 -1.349 -0.666  0.434
H -0.788 -1.693 -0.716  0.462
Li -1.417 1.848 0.071  0.926

***

No. 2
Molecular formula: C3H3Br
Method: DFT, ωB97M-V with the def2-TZVPD basis set

The value obtained for the total energy is -73196.29802 eV. For the energy above the lowest of the compared OMol25 structures with the same formula, charge and spin, the calculation gives 84.87 kcal per mole. The frontier orbital gap (alpha / beta) comes out at 4.7 / 4.7 eV. The highest occupied orbital energy (alpha / beta) comes out at -0.316 / -0.316 Ha. The calculation puts the largest force on an atom at 5.5 eV/A.

Last column: Mulliken charge in e.
Element x y z (Å)
C -0.015 -1.378 0.838  0.394
C 0.157 -0.308 0.302  -0.180
C 0.275 0.878 -0.399  -0.884
Br -2.250 1.739 -2.823  -0.441
H -0.084 -2.305 1.278  0.440
H -0.283 1.803 -0.221  0.352
H 1.167 1.093 -0.729  0.319

***

No. 3
Molecular formula: C3H3Br2N
Method: DFT, ωB97M-V with the def2-TZVPD basis set

The value obtained for the total energy is -144734.00141 eV. For the energy above the lowest of the compared OMol25 structures with the same formula, charge and spin, the calculation gives 0.00 kcal per mole. The frontier orbital gap comes out at 10.8 eV. The highest occupied orbital energy comes out at -0.394 Ha. The calculation puts the largest force on an atom at 0.9 eV/A.

Last column: Mulliken charge in e.
Element x y z (Å)
C 0.489 1.473 -0.768  0.197
C 0.519 0.232 0.029  -0.574
C -0.668 -0.784 0.128  -0.208
N 0.675 2.461 -1.326  -0.369
Br -1.979 -0.185 1.454  -0.057
Br 0.009 -2.552 0.604  -0.071
H 1.393 -0.311 -0.351  0.333
H 0.765 0.557 1.047  0.333
H -1.201 -0.891 -0.817  0.418

***

No. 4
Molecular formula: C3H3Br2N
Method: DFT, ωB97M-V with the def2-TZVPD basis set

Its spin multiplicity is 3. The value obtained for the total energy is -144727.31344 eV. For the energy above the lowest of the compared OMol25 structures with the same formula, charge and spin, the calculation gives 57.78 kcal per mole. The frontier orbital gap (alpha / beta) comes out at 5.9 / 6.3 eV. The highest occupied orbital energy (alpha / beta) comes out at -0.202 / -0.400 Ha. The calculation puts the largest force on an atom at 6.5 eV/A.

Last column: Mulliken charge in e.
Element x y z (Å)
C 1.225 0.873 -0.786  0.046
C -1.005 -0.168 0.352  -0.749
C 0.453 -0.530 0.053  -0.132
N 1.730 1.793 -1.254  -0.373
Br -1.212 1.431 1.454  0.065
Br 0.503 -2.049 -1.101  -0.040
H -1.575 0.043 -0.618  0.372
H -1.313 -0.956 1.039  0.416
H 1.195 -0.437 0.861  0.393

***

No. 5
Molecular formula: C3H3Br2NO
Method: DFT, ωB97M-V with the def2-TZVPD basis set

The value obtained for the total energy is -146777.59897 eV. For the energy above the lowest of the compared OMol25 structures with the same formula, charge and spin, the calculation gives 82.26 kcal per mole. The frontier orbital gap comes out at 6.8 eV. The highest occupied orbital energy comes out at -0.276 Ha. The calculation puts the largest force on an atom at 3.2 eV/A.

Last column: Mulliken charge in e.
Element x y z (Å)
C 0.553 -0.838 1.102  -0.473
C -1.018 0.915 1.287  0.593
C -0.115 0.150 -1.800  -0.529
N 0.065 0.389 1.344  -0.260
O -1.940 1.609 1.423  -0.358
Br 1.217 -0.979 -1.133  0.120
Br 0.547 1.898 -2.406  -0.156
H -0.183 -1.802 1.039  0.306
H 1.526 -0.870 1.594  0.404
H -0.651 -0.471 -2.450  0.353

***

No. 6
Molecular formula: C3H3Br3
Method: DFT, ωB97M-V with the def2-TZVPD basis set

The value obtained for the total energy is -213282.87920 eV. For the energy above the lowest of the compared OMol25 structures with the same formula, charge and spin, the calculation gives 80.81 kcal per mole. The frontier orbital gap (alpha / beta) comes out at 8.1 / 7.4 eV. The highest occupied orbital energy (alpha / beta) comes out at -0.310 / -0.300 Ha. The calculation puts the largest force on an atom at 2.8 eV/A.

Last column: Mulliken charge in e.
Element x y z (Å)
C 0.602 -0.206 0.220  -0.515
C -0.743 -0.787 -0.118  -0.379
C 2.116 -0.407 -0.269  0.145
Br -0.961 -2.562 0.205  -0.080
Br 3.258 0.971 0.293  -0.066
Br 2.745 -2.195 -0.228  -0.084
H 0.531 0.940 0.070  0.257
H 0.579 -0.432 1.346  0.368
H -1.586 -0.045 -0.309  0.355

***

No. 7
Molecular formula: C3H3Br4NO3
Method: DFT, ωB97M-V with the def2-TZVPD basis set

The value obtained for the total energy is -290958.64054 eV. For the energy above the lowest of the compared OMol25 structures with the same formula, charge and spin, the calculation gives 0.00 kcal per mole. The frontier orbital gap comes out at 10.1 eV. The highest occupied orbital energy comes out at -0.380 Ha. The calculation puts the largest force on an atom at 4.1 eV/A.

Last column: Mulliken charge in e.
Element x y z (Å)
C 0.350 0.432 -1.680  -0.716
C 0.775 -0.237 -0.394  -0.172
C -0.333 -0.607 0.552  0.126
N -1.070 0.853 1.383  1.039
O -1.294 1.798 0.709  -0.495
O -1.271 0.601 2.526  -0.674
O 0.064 -1.326 1.592  -0.384
Br 1.897 0.856 -2.763  -0.084
Br 1.740 -1.915 -0.809  0.092
Br 2.006 0.925 0.612  0.067
Br -1.932 -1.364 -0.367  -0.112
H -0.275 -0.238 -2.275  0.491
H -0.180 1.364 -1.480  0.400
H -0.478 -1.141 2.393  0.421

***

No. 8
Molecular formula: C3H3BrCl2
Method: DFT, ωB97M-V with the def2-TZVPD basis set

The value obtained for the total energy is -98243.96251 eV. For the energy above the lowest of the compared OMol25 structures with the same formula, charge and spin, the calculation gives 45.75 kcal per mole. The frontier orbital gap comes out at 9.1 eV. The highest occupied orbital energy comes out at -0.387 Ha. The calculation puts the largest force on an atom at 4.1 eV/A.

Last column: Mulliken charge in e.
Element x y z (Å)
C -0.453 -0.636 -0.552  -0.427
C -0.355 0.037 0.772  -0.376
C 0.764 0.212 -0.207  0.400
Cl -1.711 1.911 0.954  -0.289
Cl 1.185 1.618 -1.099  -0.128
Br 2.280 -0.916 0.469  -0.111
H -0.291 -1.747 -0.865  0.197
H -1.018 -0.241 -1.286  0.335
H -0.401 -0.240 1.814  0.398

***

No. 9
Molecular formula: C3H3BrCl2O
Method: DFT, ωB97M-V with the def2-TZVPD basis set

The value obtained for the total energy is -100291.02651 eV. For the energy above the lowest of the compared OMol25 structures with the same formula, charge and spin, the calculation gives 72.34 kcal per mole. The frontier orbital gap comes out at 9.7 eV. The highest occupied orbital energy comes out at -0.357 Ha. The calculation puts the largest force on an atom at 5.2 eV/A.

Last column: Mulliken charge in e.
Element x y z (Å)
C -0.910 -0.660 0.329  0.301
C -1.617 -0.041 -0.590  0.195
C 1.618 0.297 0.221  -0.515
O 0.930 -0.888 0.069  -0.398
Cl -1.306 -1.341 1.778  -0.094
Cl -3.316 0.203 -0.337  -0.160
Br -0.915 0.607 -2.196  -0.035
H 1.162 1.142 -0.305  0.241
H 2.591 0.119 -0.246  0.226
H 1.764 0.560 1.276  0.239

***

No. 10
Molecular formula: C3H3BrCl2O
Method: DFT, ωB97M-V with the def2-TZVPD basis set

The value obtained for the total energy is -100290.29016 eV. For the energy above the lowest of the compared OMol25 structures with the same formula, charge and spin, the calculation gives 89.33 kcal per mole. The frontier orbital gap (alpha / beta) comes out at 4.0 / 3.9 eV. The highest occupied orbital energy (alpha / beta) comes out at -0.310 / -0.310 Ha. The calculation puts the largest force on an atom at 2.4 eV/A.

Last column: Mulliken charge in e.
Element x y z (Å)
C 0.673 -0.928 -0.025  0.522
C 1.283 0.420 -0.115  -0.985
C -0.802 -0.949 -0.054  0.418
O 1.289 -1.958 0.026  -0.463
Cl -3.422 3.216 0.398  -0.642
Cl -1.545 -2.408 0.277  0.013
Br -1.792 0.599 -0.107  0.126
H 2.074 0.185 -0.795  0.281
H 0.475 1.126 -0.389  0.440
H 1.767 0.697 0.784  0.290

***

No. 11
Molecular formula: C3H3BrClNO
Method: DFT, ωB97M-V with the def2-TZVPD basis set

The value obtained for the total energy is -89260.22162 eV. For the energy above the lowest of the compared OMol25 structures with the same formula, charge and spin, the calculation gives 26.99 kcal per mole. The frontier orbital gap comes out at 9.4 eV. The highest occupied orbital energy comes out at -0.339 Ha. The calculation puts the largest force on an atom at 4.0 eV/A.

Last column: Mulliken charge in e.
Element x y z (Å)
C -0.620 -1.217 -0.399  0.464
C -1.265 0.103 -0.817  -0.236
C 0.463 0.635 0.319  -0.230
N 0.443 -0.784 0.325  -0.082
O -0.979 -2.328 -0.652  -0.569
Cl 1.744 1.375 -0.559  -0.156
Br -2.888 0.545 -0.008  -0.068
H -1.193 0.405 -1.853  0.333
H 0.178 1.166 1.218  0.337
H 1.152 -1.374 0.744  0.207

***

No. 12
Molecular formula: C3H3BrFNO
Method: DFT, ωB97M-V with the def2-TZVPD basis set

The value obtained for the total energy is -79455.02878 eV. For the energy above the lowest of the compared OMol25 structures with the same formula, charge and spin, the calculation gives 19.71 kcal per mole. The frontier orbital gap comes out at 10.7 eV. The highest occupied orbital energy comes out at -0.388 Ha. The calculation puts the largest force on an atom at 5.2 eV/A.

Last column: Mulliken charge in e.
Element x y z (Å)
C -1.153 0.049 -0.222  0.187
C 0.982 -0.113 -0.272  -0.523
C -0.055 -0.063 0.847  0.691
N -0.158 -0.156 -1.186  -0.103
O -2.333 0.151 -0.278  -0.527
F 0.089 1.560 1.355  -0.417
Br -0.337 -0.955 2.377  -0.005
H 1.636 0.677 -0.210  0.275
H 1.654 -1.111 -0.261  0.221
H -0.323 -0.040 -2.150  0.202

***

Please write out number 2 again, unchanged.
Molecular formula: C3H3Br
Method: DFT, ωB97M-V with the def2-TZVPD basis set

The value obtained for the total energy is -73196.29802 eV. For the energy above the lowest of the compared OMol25 structures with the same formula, charge and spin, the calculation gives 84.87 kcal per mole. The frontier orbital gap (alpha / beta) comes out at 4.7 / 4.7 eV. The highest occupied orbital energy (alpha / beta) comes out at -0.316 / -0.316 Ha. The calculation puts the largest force on an atom at 5.5 eV/A.

Last column: Mulliken charge in e.
Element x y z (Å)
C -0.015 -1.378 0.838  0.394
C 0.157 -0.308 0.302  -0.180
C 0.275 0.878 -0.399  -0.884
Br -2.250 1.739 -2.823  -0.441
H -0.084 -2.305 1.278  0.440
H -0.283 1.803 -0.221  0.352
H 1.167 1.093 -0.729  0.319

***

Repeat the ninth record exactly.
Molecular formula: C3H3BrCl2O
Method: DFT, ωB97M-V with the def2-TZVPD basis set

The value obtained for the total energy is -100291.02651 eV. For the energy above the lowest of the compared OMol25 structures with the same formula, charge and spin, the calculation gives 72.34 kcal per mole. The frontier orbital gap comes out at 9.7 eV. The highest occupied orbital energy comes out at -0.357 Ha. The calculation puts the largest force on an atom at 5.2 eV/A.

Last column: Mulliken charge in e.
Element x y z (Å)
C -0.910 -0.660 0.329  0.301
C -1.617 -0.041 -0.590  0.195
C 1.618 0.297 0.221  -0.515
O 0.930 -0.888 0.069  -0.398
Cl -1.306 -1.341 1.778  -0.094
Cl -3.316 0.203 -0.337  -0.160
Br -0.915 0.607 -2.196  -0.035
H 1.162 1.142 -0.305  0.241
H 2.591 0.119 -0.246  0.226
H 1.764 0.560 1.276  0.239